Entry 1:
53
Properties=species:S:1:pos:R:3 method="wB97M-V/def2-TZVPD" energy_ha=-1752.68042 smiles="Cc1noc(C)c1COc1ccccc1C(=O)NCCc1ccc(S(N)(=O)=O)cc1" spin_multiplicity=1 largest_force_ev_per_a=1.250 total_charge=0 e_above_lowest_kcal_mol=74.96
C 1.804 1.896 2.644
C 2.613 1.578 1.441
N 3.489 2.423 0.963
O 4.073 1.847 -0.116
C 3.547 0.630 -0.314
C 4.069 -0.201 -1.425
C 2.598 0.394 0.649
C 1.775 -0.837 0.804
O 0.414 -0.476 1.022
C -0.526 -1.462 1.031
C -0.200 -2.805 0.845
C -1.175 -3.788 0.855
C -2.502 -3.454 1.055
C -2.831 -2.127 1.240
C -1.874 -1.114 1.237
C -2.435 0.264 1.391
O -3.640 0.448 1.337
N -1.569 1.280 1.620
C -2.008 2.648 1.473
C -1.522 3.299 0.147
C -1.168 2.226 -0.840
C -2.143 1.341 -1.295
C -1.785 0.192 -1.977
C -0.450 -0.044 -2.237
S 0.096 -1.597 -2.903
N -1.151 -2.628 -2.471
O 0.155 -1.575 -4.332
O 1.297 -1.969 -2.189
C 0.518 0.880 -1.903
C 0.160 2.010 -1.191
H 0.984 2.562 2.379
H 1.397 0.989 3.080
H 2.424 2.409 3.374
H 4.405 0.441 -2.236
H 4.922 -0.787 -1.082
H 3.304 -0.887 -1.785
H 2.133 -1.428 1.661
H 1.865 -1.430 -0.113
H 0.824 -3.100 0.685
H -0.884 -4.819 0.712
H -3.265 -4.215 1.069
H -3.857 -1.827 1.392
H -0.581 1.089 1.544
H -1.657 3.237 2.325
H -3.099 2.611 1.500
H -2.314 3.939 -0.241
H -0.645 3.919 0.337
H -3.181 1.524 -1.062
H -2.521 -0.536 -2.273
H -0.996 -3.077 -1.580
H -1.350 -3.292 -3.200
H 1.543 0.684 -2.165
H 0.920 2.712 -0.878

=====

Entry 2:
103
Properties=species:S:1:pos:R:3 method="wB97M-V/def2-TZVPD" energy_ha=-5359.99609 spin_multiplicity=2 largest_force_ev_per_a=4.114 total_charge=+1
C 18.518 29.901 25.835
C 19.033 30.710 27.117
C 19.700 31.987 26.738
O 18.907 33.120 27.087
C 17.936 32.611 27.875
O 17.101 33.220 28.573
O 18.003 31.283 27.865
H 19.362 29.483 25.287
H 18.053 30.615 25.155
H 17.859 29.049 25.999
H 19.552 29.954 27.706
H 19.696 31.977 25.648
H 20.636 32.065 27.292
C 14.428 30.723 19.151
S 15.718 29.683 19.883
O 15.401 29.561 21.327
C 15.360 28.079 19.024
H 13.483 30.868 19.674
H 14.066 30.340 18.197
H 14.513 31.772 18.868
H 14.449 27.549 19.303
H 16.270 27.547 19.300
H 15.199 28.250 17.959
C 14.378 25.796 21.969
S 13.272 24.302 21.858
O 11.869 24.781 22.452
C 13.066 24.160 20.022
H 13.787 26.712 21.993
H 15.120 25.694 21.177
H 14.732 25.689 22.994
H 12.644 23.174 19.826
H 14.085 24.327 19.673
H 12.428 24.955 19.637
C 16.834 22.731 22.700
S 16.050 21.688 24.012
O 17.015 20.523 24.367
C 16.105 22.991 25.416
H 16.535 23.778 22.678
H 16.762 22.293 21.704
H 17.902 22.746 22.921
H 15.702 23.952 25.095
H 17.124 23.147 25.769
H 15.640 22.613 26.327
C 22.378 30.786 22.667
S 21.608 32.331 23.299
O 20.222 31.982 23.627
C 22.621 32.399 24.953
H 23.405 31.134 22.555
H 22.067 30.463 21.673
H 22.456 29.874 23.259
H 23.608 32.799 24.720
H 22.618 31.374 25.324
H 22.138 32.918 25.781
C 24.879 25.302 25.872
S 24.864 25.844 24.176
O 23.792 24.952 23.600
C 24.220 27.600 24.278
H 24.525 24.273 25.944
H 24.170 25.698 26.600
H 25.866 25.414 26.321
H 23.157 27.683 24.505
H 24.421 28.045 23.304
H 24.898 28.089 24.978
C 20.952 21.495 22.358
S 20.750 21.621 24.151
O 21.934 20.782 24.726
C 20.900 23.440 24.140
H 21.926 21.737 21.934
H 20.147 22.033 21.858
H 20.834 20.470 22.006
H 19.997 24.026 23.970
H 21.685 23.806 23.478
H 20.957 23.652 25.208
C 15.164 29.968 24.964
S 13.992 31.329 25.585
O 12.680 30.646 25.823
C 14.632 31.713 27.241
H 15.405 30.117 23.912
H 14.664 29.007 25.083
H 16.018 29.793 25.619
H 13.966 32.237 27.926
H 15.677 32.014 27.161
H 14.774 30.767 27.764
C 18.571 25.145 19.138
S 20.151 25.323 19.993
O 20.748 23.980 19.464
C 20.885 26.770 19.149
H 18.154 26.104 18.829
H 17.834 24.502 19.620
H 18.835 24.531 18.277
H 21.957 26.604 19.046
H 20.665 27.593 19.829
H 20.453 26.885 18.155
C 17.569 28.065 22.575
S 18.362 26.665 23.471
O 18.078 25.456 22.551
C 20.122 27.194 23.160
H 17.318 28.966 23.135
H 16.804 27.739 21.870
H 18.311 28.537 21.931
H 20.104 28.237 23.476
H 20.376 27.078 22.106
H 20.795 26.539 23.714